Record 1
DFT (ωB97M-V with the def2-TZVPD basis set) results for 2 unconnected molecules or ions with the total composition C2H4P2S in a non-equilibrium geometry.

strongest force on any atom	1.97	eV/Å
energy relative to the best compared isomer or geometry (same formula, charge and spin)	3.723	eV
calculated total energy	-31547.5408	eV
gap between HOMO and LUMO (alpha / beta)	0.2366 / 0.2170	Ha

Cartesian coordinates (Å):
C: 0.377 -0.323 0.762
C: -0.354 0.128 -0.438
P: -0.109 -1.550 1.736
P: 2.639 1.343 1.008
S: 2.872 2.377 -0.610
H: -0.992 0.982 -0.031
H: -1.076 -0.662 -0.530
H: 0.295 0.435 -1.305
H: 0.786 -1.403 2.788


Record 2
DFT (ωB97M-V with the def2-TZVPD basis set) results for 2 unconnected molecules or ions with the total composition C9H9OP in a non-equilibrium geometry.

SMILES	O=Pc1ccccc1.C#CC
strongest force on any atom	5.55	eV/Å
energy relative to the best compared isomer or geometry (same formula, charge and spin)	1.751	eV
calculated total energy	-20811.8313	eV
gap between HOMO and LUMO	0.3055	Ha

Cartesian coordinates (Å):
C: 1.043 -1.681 -2.431
C: -0.250 -1.272 -2.140
C: 2.084 -0.957 -1.907
C: -0.446 -0.205 -1.328
C: 1.904 0.022 -0.951
C: 0.610 0.475 -0.658
C: -0.402 2.106 3.011
C: -1.011 1.063 2.877
C: -1.553 -0.290 2.635
O: -1.188 2.313 -0.572
P: 0.056 1.985 0.156
H: 1.221 -2.582 -3.145
H: -1.165 -1.644 -2.566
H: 3.179 -1.259 -1.990
H: -1.437 0.223 -1.139
H: 2.798 0.341 -0.433
H: -0.241 3.067 3.380
H: -2.322 -0.048 1.896
H: -1.999 -0.805 3.389
H: -0.880 -0.849 1.914